[1]
Here is a structure of composition C28H41Br4Ca2CsF3LiN7O12PS3 from the Open Molecules 2025 dataset. Energies are from ωB97M-V/def2-TZVPD.

XYZ file:
```
103
Properties=species:S:1:pos:R:3:forces:R:3
C 4.3065 2.7350 1.9302 0.571 0.454 -0.952
O 2.9597 2.5353 2.4906 1.358 -0.829 0.367
C 2.9228 1.4429 3.4769 -0.011 -0.002 0.714
C 2.9219 -0.0763 2.7768 0.195 1.105 0.172
C 1.8100 -1.0809 3.4405 0.912 -0.017 0.762
C 2.3103 -2.6604 3.5598 -0.625 0.421 -1.305
C 2.1105 -3.3207 2.0724 1.542 -0.220 0.149
C 1.5871 -4.8720 2.0588 0.198 -0.403 -1.141
C -0.0339 -5.0682 1.9337 -0.457 -0.126 0.553
C -0.5587 -5.2895 0.3602 1.428 1.208 0.219
C -0.1685 -3.8541 -0.3987 1.532 0.647 -1.425
N 1.1944 -3.7842 -1.0268 -4.770 4.511 0.361
C 1.4825 -2.4396 -1.6323 -0.096 0.315 0.176
C 2.9808 -2.2523 -2.3386 -1.093 1.869 -1.457
C 3.9882 -3.5740 -2.3579 -0.209 -0.216 -0.179
C 5.1219 -3.5640 -1.1740 0.068 -0.833 -0.251
O 5.3324 -4.9213 -0.5693 -0.939 1.082 -2.179
C 3.4343 -0.8174 -2.9883 -5.615 -3.961 -1.776
C 2.3873 0.4776 -2.9296 -4.953 -3.353 0.562
P 3.0373 2.1185 -3.6622 0.873 1.216 -0.382
N 1.7518 3.0987 -4.4172 0.987 0.162 2.450
O 3.6095 3.0693 -2.2757 -1.614 -2.303 -0.330
C 0.9022 0.2412 -2.2539 2.695 -1.766 -1.209
S -0.3387 1.6920 -2.1779 0.425 -1.122 -1.005
C 0.4167 -1.2121 -1.5838 1.244 0.743 -0.635
N -0.9670 -1.2373 -0.9971 3.877 -6.241 1.024
C -1.1997 -2.5967 -0.4015 1.474 1.450 -0.997
N -2.5621 -2.8178 0.2842 0.897 3.550 0.226
C -3.7019 -2.6603 -0.6973 -4.319 -5.858 -3.452
C -4.2373 -1.2456 -1.3469 0.399 0.306 0.895
O -4.3027 -3.8125 -1.1034 4.257 7.644 2.876
C -2.7119 -1.9476 1.5110 3.132 1.562 3.643
C -4.1861 -1.3730 2.0495 0.137 -0.386 -0.364
O -1.6598 -1.6133 2.2875 -5.062 -1.799 -5.047
H 5.1496 2.9198 2.7319 -1.835 -0.607 -1.329
H 4.5853 1.8100 1.2463 -0.331 1.892 1.525
H 4.2998 3.7079 1.2424 -0.257 -2.207 1.495
H 3.8561 1.5919 4.1884 -1.923 -0.614 -1.330
H 1.9416 1.6167 4.1314 2.079 -0.459 -1.542
H 2.6875 0.1319 1.6250 0.561 -0.399 1.974
H 4.0294 -0.4524 2.8288 -2.232 0.327 -0.195
H 1.6059 -0.7117 4.5329 0.130 -0.488 -2.174
H 0.8262 -0.9799 2.7858 1.471 -0.614 1.702
H 3.4658 -2.6712 3.8087 -2.541 0.005 -0.140
H 1.6545 -3.2569 4.3309 1.418 1.347 -1.346
H 3.1918 -3.3299 1.5667 -2.255 0.051 0.871
H 1.4736 -2.5682 1.4428 0.726 -1.574 0.902
H 2.0328 -5.4765 2.9755 -1.152 1.504 -1.747
H 2.0614 -5.3851 1.0915 -0.928 1.095 2.064
H -0.3323 -6.0448 2.5344 0.425 2.118 -1.137
H -0.6177 -4.1321 2.3923 1.279 -2.125 -0.870
H -1.7040 -5.5263 0.3077 2.311 0.650 0.035
H 0.1163 -6.1538 -0.0970 -1.614 2.030 0.699
H 3.3875 -4.5973 -2.2501 0.884 2.558 -0.088
H 4.5652 -3.6667 -3.3950 -1.375 0.574 2.028
H 6.1390 -3.2102 -1.6822 -1.935 -0.531 1.305
H 4.8280 -2.8552 -0.2909 0.630 -1.364 -1.569
H 5.1128 -5.6379 -1.2508 0.493 1.637 1.286
H 4.5083 -0.7096 -3.4504 -1.944 -0.230 0.676
H 2.2461 3.7456 -5.0790 -0.570 -0.822 0.814
H 1.3475 3.6690 -3.6159 0.297 -0.722 -1.561
H 3.0995 2.8212 -1.4497 -0.092 0.847 -1.068
H -1.1291 1.6356 -3.3416 0.923 -0.983 0.878
H -3.9699 -0.3612 -0.6141 -0.518 -1.763 -1.552
H -3.7221 -1.0314 -2.3750 -0.843 -0.675 1.997
H -5.4029 -1.2659 -1.5030 2.468 -0.322 0.411
H -4.3157 -0.2730 1.6612 0.403 -2.275 0.591
H -5.0890 -2.0141 1.6686 1.822 1.188 0.635
H -4.2156 -1.3295 3.2300 0.462 -0.351 -2.574
N -1.1029 -6.3874 5.5010 -0.525 -0.064 0.352
O 0.0166 -5.8492 5.4998 0.348 0.279 -0.179
O -1.9009 -6.1590 6.4252 0.264 -0.004 -0.302
O -1.4246 -7.1539 4.5781 0.066 0.076 -0.209
Li 0.6971 0.0647 1.1120 -0.264 -0.371 -0.180
N -1.5567 4.4718 -4.1075 -0.060 -0.197 -0.036
C -2.1455 4.1059 -5.2899 -0.109 -0.012 -0.096
C -2.5592 5.2518 -5.9319 0.056 -0.400 -0.047
C -2.2020 6.3477 -5.1104 0.135 0.159 0.310
C -1.5819 5.8374 -3.9919 -0.340 -0.300 0.111
H -1.1642 3.8341 -3.4272 -0.016 0.226 -0.385
H -2.2209 3.0643 -5.5718 -0.002 0.190 -0.028
H -3.0626 5.2939 -6.8890 0.111 -0.016 0.177
H -2.3777 7.3962 -5.3133 -0.010 -0.159 0.012
H -1.1588 6.3277 -3.1254 -0.972 -1.206 -0.916
F 1.2971 2.7716 -0.6615 -0.044 0.773 1.720
Cs 3.9971 0.1069 -0.9757 3.834 2.501 7.217
Ca 7.2971 -1.7210 -3.7245 0.343 0.129 -0.229
N -6.3394 3.6744 2.0186 0.783 1.322 3.194
S -6.1214 2.1220 2.1157 1.651 -9.784 1.734
O -5.6472 1.4330 0.9203 -0.967 2.508 1.031
O -7.0224 1.3635 2.9759 1.059 2.047 -2.112
F -4.7896 2.0970 3.0068 -0.261 1.194 -0.346
S -7.5725 4.0280 1.1096 -8.702 4.380 -6.126
O -7.6299 5.4350 0.7154 1.552 -2.508 1.827
O -8.8676 3.4503 1.4479 3.210 0.183 0.365
F -7.2365 3.3321 -0.2859 0.861 -0.081 1.345
C 0.4294 7.5064 -0.6700 -0.306 1.974 -0.269
Br 1.0857 5.6912 -0.4280 3.304 1.021 -2.415
Br 1.6703 8.8254 0.0407 -0.376 -0.689 -0.149
Br -0.0283 7.8693 -2.5256 1.498 1.194 1.625
H -0.4953 7.5921 -0.0899 0.243 0.047 -0.169
Br -7.2676 3.9682 4.0060 0.870 0.830 -0.928
Ca -0.6676 4.6799 0.8178 -2.114 -2.753 1.376
```
Forces are in eV/Å.

Computed properties:
total charge	+2
electronic energy	-432397.938	eV



[2]
Here is a structure of composition C28H41BrN5OPSSb2Ti from the Open Molecules 2025 dataset. Energies are from ωB97M-V/def2-TZVPD.

XYZ file:
```
81
Properties=species:S:1:pos:R:3:forces:R:3
Ti -0.0717 4.7910 0.1763 -0.051 0.138 0.093
C -3.6510 4.4164 2.5648 0.013 0.009 0.004
Sb -1.9165 5.5987 2.2494 0.024 -0.054 -0.065
C -2.7381 7.5502 2.1537 0.006 -0.009 -0.002
C -1.0140 5.5815 4.2052 -0.009 -0.002 -0.005
C -1.3017 4.2988 4.9282 -0.004 0.008 0.003
C -2.4246 4.2440 5.7551 0.003 0.002 0.000
C -2.7672 3.0908 6.4381 -0.001 -0.001 0.001
C -1.9742 1.9594 6.3084 0.001 -0.001 0.000
C -0.8508 2.0039 5.5023 0.003 0.002 -0.001
C -0.4971 3.1583 4.8020 0.002 -0.009 -0.003
C 0.7442 3.1253 3.9588 0.004 -0.006 -0.007
Sb 0.3646 2.5371 1.9208 0.003 -0.040 0.032
C -1.0624 0.9951 2.2106 0.016 0.010 -0.006
C 2.1337 1.4326 1.5171 -0.012 0.008 -0.001
H -4.1813 4.7789 3.4431 0.004 0.006 0.001
H -3.3724 3.3768 2.7304 -0.007 0.000 0.002
H -4.3022 4.4946 1.6953 -0.003 -0.003 0.002
H -3.4395 7.6712 2.9773 0.000 0.002 0.000
H -3.2586 7.6935 1.2090 -0.002 -0.001 0.000
H -1.9398 8.2840 2.2403 -0.001 0.001 -0.001
H -1.4514 6.4290 4.7322 -0.001 -0.002 0.003
H 0.0481 5.7839 4.0789 0.001 0.001 0.005
H -3.0287 5.1359 5.8799 -0.002 -0.002 0.001
H -3.6359 3.0805 7.0820 -0.001 -0.001 0.000
H -2.2175 1.0554 6.8500 0.000 0.000 0.000
H -0.2131 1.1298 5.4298 -0.001 -0.001 0.001
H 1.4412 2.3782 4.3388 0.003 0.001 -0.002
H 1.2707 4.0781 3.9273 0.000 -0.001 0.003
H -0.6089 0.1982 2.7972 -0.005 -0.003 -0.001
H -1.3842 0.6006 1.2488 -0.003 -0.002 0.002
H -1.9191 1.3875 2.7557 -0.001 0.002 -0.003
H 2.1482 0.5454 2.1475 0.007 0.003 0.005
H 2.9956 2.0555 1.7490 0.001 0.001 -0.009
H 2.1750 1.1380 0.4711 -0.007 -0.007 0.001
O 1.8591 4.8851 0.3101 0.024 -0.002 0.000
N 2.5794 6.0100 0.0982 -0.021 0.030 -0.009
C 3.9239 5.8951 0.0494 0.014 -0.003 -0.007
C 4.6888 7.0112 -0.1430 -0.003 -0.004 0.002
C 4.0570 8.2512 -0.2799 -0.003 0.000 -0.002
C 2.6845 8.3347 -0.2187 0.002 0.008 0.000
C 1.9233 7.1813 -0.0226 -0.016 -0.034 0.009
S 0.1969 7.1432 0.1223 0.037 0.043 -0.009
H 4.3036 4.8921 0.1707 -0.004 -0.001 0.002
H 5.7636 6.9163 -0.1819 0.000 0.000 -0.001
H 4.6462 9.1454 -0.4302 -0.002 0.001 0.000
H 2.1684 9.2792 -0.3137 0.002 0.001 0.000
Br -2.5583 3.3127 -0.7937 0.002 0.031 -0.003
C -1.5364 3.8926 -2.2785 -0.012 -0.010 -0.012
C -1.9866 3.7772 -3.5729 0.011 -0.016 0.005
C -1.1447 4.2485 -4.5719 0.000 -0.001 0.000
C 0.0860 4.8000 -4.2373 0.013 -0.006 -0.005
C 0.4413 4.8769 -2.9087 0.005 -0.017 0.016
N -0.3673 4.4259 -1.9320 -0.032 0.008 -0.021
H -2.9512 3.3424 -3.7895 0.001 0.000 -0.004
H -1.4523 4.1860 -5.6074 -0.001 -0.003 0.001
H 0.7583 5.1712 -4.9968 -0.004 0.002 -0.001
H 1.3818 5.3060 -2.5904 -0.003 0.007 -0.002
C 2.3290 -12.8467 -1.5978 -0.004 0.003 0.000
N 1.9209 -12.3843 -3.0072 0.000 -0.003 -0.001
C 0.4513 -12.7841 -3.2260 0.003 0.003 0.003
N -0.3727 -12.2474 -2.2057 -0.001 -0.008 -0.001
C 0.0766 -12.7053 -0.8928 0.002 0.003 -0.002
N 1.4563 -12.3080 -0.6199 0.001 -0.009 0.003
C 1.5985 -10.8567 -0.4649 -0.005 0.004 -0.002
P 1.1093 -9.8832 -1.9762 0.015 -0.092 -0.013
C 2.1150 -10.9037 -3.1738 -0.003 -0.001 -0.002
C -0.4915 -10.7875 -2.2767 0.003 0.005 0.000
H 3.3585 -12.5257 -1.4439 0.000 0.001 0.001
H 2.2747 -13.9354 -1.6127 -0.001 -0.001 0.000
H 2.4972 -12.8772 -3.6908 -0.001 0.000 0.000
H 0.4325 -13.8740 -3.2106 -0.001 0.000 0.001
H 0.1662 -12.4187 -4.2117 0.000 0.000 0.000
H 0.0088 -13.7935 -0.8561 0.000 -0.001 -0.001
H -0.5745 -12.2912 -0.1257 0.000 0.001 -0.001
H 2.6316 -10.6222 -0.2002 0.000 0.002 -0.001
H 0.9800 -10.5328 0.3736 0.001 0.001 0.001
H 3.1766 -10.6915 -3.0426 0.000 0.001 0.001
H 1.8444 -10.6472 -4.1987 0.000 0.000 0.000
H -0.8904 -10.5057 -3.2533 0.000 0.002 0.001
H -1.2213 -10.4600 -1.5346 -0.001 0.001 -0.001
```
Forces are in eV/Å.

Computed properties:
total charge	+3
2S+1	2
electronic energy	-165534.115	eV
⟨S²⟩	0.757



> Which of these has the lowest electronic energy?

C28H41Br4Ca2CsF3LiN7O12PS3



> The highest total charge belongs to which entry?

C28H41BrN5OPSSb2Ti



> Look up the total charge of the first one.

+2



> Among the records above, which one has the lowest total charge?

C28H41Br4Ca2CsF3LiN7O12PS3